Density functional theory data (ωB97M-V with the def2-TZVPD basis set) for the molecule C26H23NO2.

- orbital gap (eV) = 7.3
- SMILES string = CC(=O)[C@H](C(=O)c1ccccc1)[C@@H](c1ccccc1)c1cn(C)c2ccccc12
- molecular weight (g/mol) = 381.47
- energy above the lowest of the compared OMol25 structures with the same formula, charge and spin (eV) = 0.783

Last column: Mulliken charge in e.
Element x y z (Å)
C (4.15010, 1.36063, 2.64838)  -0.88
N (2.77696, 0.88815, 2.86265)  0.20
C (1.71922, 1.73294, 2.90905)  -1.34
C (0.53618, 1.03198, 3.00141)  0.07
C (-0.77095, 1.66668, 2.95683)  0.80
C (-1.96790, 0.73646, 2.92883)  0.49
C (-2.13836, -0.23872, 1.90067)  -0.46
C (-3.29138, -1.04180, 1.84253)  -0.87
C (-4.32255, -0.87918, 2.77115)  -0.62
C (-4.16326, 0.09467, 3.74866)  -0.73
C (-3.01635, 0.90504, 3.83451)  -0.39
C (0.88209, -0.38249, 3.20468)  0.67
C (0.16464, -1.55217, 3.39198)  -0.06
C (0.87818, -2.74687, 3.55667)  -0.91
C (2.25539, -2.83508, 3.30362)  -0.51
C (2.99918, -1.65753, 2.96832)  -0.92
C (2.30842, -0.43954, 3.04397)  -0.19
H (4.84738, 0.49521, 2.56500)  0.29
H (4.17250, 2.01319, 1.74940)  0.30
H (4.47620, 2.02232, 3.46684)  0.29
H (1.91649, 2.79208, 2.75756)  0.75
H (-0.91531, 2.53730, 3.70295)  0.58
H (-1.35015, -0.39308, 1.16996)  0.53
H (-3.35205, -1.83047, 1.08978)  0.41
H (-5.16847, -1.58405, 2.79448)  0.40
H (-5.00584, 0.30760, 4.40476)  0.34
H (-3.04228, 1.79326, 4.45952)  0.35
H (-0.92058, -1.51914, 3.45241)  0.40
H (0.32751, -3.62438, 3.90816)  0.38
H (2.73916, -3.83161, 3.33455)  0.34
H (4.05669, -1.75248, 2.64427)  0.22
C (-3.54405, 2.89488, 0.88695)  -1.35
C (-2.14681, 2.37124, 0.67919)  0.55
C (-1.06061, 2.71948, 1.73823)  1.46
C (0.22963, 3.11599, 0.95033)  -0.71
C (0.85086, 4.52990, 1.09453)  0.03
C (0.37878, 5.49375, 2.00980)  -0.15
C (1.16443, 6.59426, 2.32430)  -0.72
C (2.38810, 6.82061, 1.67276)  -0.38
C (2.80439, 5.93730, 0.68470)  -0.65
C (2.02443, 4.81035, 0.37954)  -0.12
O (0.87956, 2.27277, 0.31043)  -0.63
O (-1.89968, 1.51355, -0.17047)  -0.57
H (-3.59535, 3.76955, 1.52155)  0.31
H (-4.03251, 3.11989, -0.05287)  0.44
H (-4.13280, 2.08309, 1.33969)  0.23
H (-1.45926, 3.55815, 2.31972)  0.34
H (-0.59829, 5.34738, 2.45940)  0.35
H (0.79053, 7.29391, 3.06712)  0.39
H (2.98960, 7.69026, 1.93405)  0.39
H (3.72429, 6.09800, 0.13010)  0.39
H (2.36263, 4.10169, -0.37819)  0.47

Forces on the atoms, in the same order (eV/Å):
C -0.1 0.0 -0.1
N 0.6 -1.3 0.4
C -0.5 -0.6 -0.3
C 1.2 -0.3 0.7
C -2.1 2.2 -0.4
C -0.6 -0.6 -0.1
C -0.3 -0.1 0.8
C 0.7 0.2 0.1
C 0.6 -0.4 0.3
C -0.4 0.5 0.1
C -0.6 -0.1 -1.0
C 1.0 1.5 -1.0
C 0.3 -0.7 0.6
C -0.4 0.2 0.0
C 0.6 0.9 -0.4
C -0.4 -1.2 0.4
C 0.3 0.5 -0.4
H -0.6 0.8 -0.1
H 0.1 -0.7 0.2
H -0.1 -0.5 0.0
H -0.2 -0.3 0.2
H 0.4 -2.3 0.1
H -0.1 0.1 0.1
H 0.0 0.3 0.1
H 0.3 0.6 -0.1
H 0.3 -0.1 0.1
H 0.2 -0.4 0.4
H 0.4 -0.2 0.2
H 0.2 0.2 -0.4
H -0.2 0.9 0.0
H -0.8 0.2 0.5
C -0.1 -0.1 -0.1
C 0.9 -2.6 -0.6
C 0.7 1.0 -1.2
C 1.4 -0.8 -0.9
C -0.4 -0.2 0.0
C 0.4 -0.7 -0.4
C 0.0 0.3 -0.2
C -0.4 -0.1 0.3
C -0.5 -0.4 -0.3
C 0.3 -0.1 0.4
O -1.9 1.9 1.3
O -0.6 2.0 0.9
H 0.1 0.1 0.2
H 0.1 0.0 -0.3
H 0.3 0.1 0.1
H 0.2 0.2 -0.7
H 0.2 0.1 0.2
H 0.2 0.0 -0.1
H -0.1 -0.2 -0.1
H -0.1 0.1 0.1
H -0.1 0.1 0.3

---

Density functional theory data (ωB97M-V with the def2-TZVPD basis set) for a structure of composition C26H24AsBrN3O5Tl.

- net charge = +2
- orbital gap (eV) = 7.9
- molecular weight (g/mol) = 817.70
- energy above the lowest of the compared OMol25 structures with the same formula, charge and spin (eV) = 0.060

Last column: Mulliken charge in e.
Element x y z (Å)
Tl (-1.47672, 0.70227, 0.30313)  1.88
Br (-0.82678, 2.56150, 3.34717)  -0.10
C (-1.80177, 0.96726, 3.58126)  0.31
C (-2.15865, 0.51582, 4.83874)  -0.68
C (-2.88334, -0.66680, 4.91561)  -0.33
C (-3.22747, -1.34895, 3.75455)  -0.86
C (-2.82648, -0.82477, 2.54040)  0.74
N (-2.12609, 0.31637, 2.47400)  -0.34
C (-3.17260, -1.52972, 1.22748)  0.38
O (-3.83998, -2.52743, 1.26343)  -0.62
O (-2.70580, -0.99248, 0.12524)  -0.44
H (-1.88103, 1.07063, 5.72248)  0.47
H (-3.17804, -1.05126, 5.88242)  0.47
H (-3.79583, -2.26773, 3.76313)  0.56
C (-3.49402, 4.08033, -3.48764)  -0.86
O (-2.64057, 2.95379, -3.17673)  -0.31
C (-2.47993, 2.52833, -1.96150)  0.53
O (-1.73687, 1.55789, -1.76675)  -0.66
N (-3.11652, 3.16424, -0.94127)  -0.05
N (-2.96452, 2.67225, 0.36108)  -0.54
H (-3.41649, 4.19507, -4.56301)  0.25
H (-3.12366, 4.97956, -2.99699)  0.37
H (-4.52575, 3.85374, -3.22129)  0.37
H (-3.76337, 3.92028, -1.10309)  0.24
H (-3.86539, 2.37727, 0.73101)  0.33
H (-2.57643, 3.39126, 0.96751)  0.30
O (0.58992, 0.84407, 0.34388)  -0.43
As (1.58012, -0.40307, -0.33636)  2.00
C (0.40718, -1.73590, -0.99043)  0.03
C (0.09542, -2.84939, -0.21303)  -0.72
C (-0.87220, -3.73779, -0.65667)  -0.78
C (-1.52501, -3.51159, -1.86053)  -0.53
C (-1.21685, -2.39938, -2.63091)  -0.82
C (-0.25151, -1.50390, -2.20095)  -0.25
C (2.60758, 0.39238, -1.71546)  0.44
C (2.88024, -0.30773, -2.88678)  -0.20
C (3.69884, 0.27147, -3.84623)  -0.77
C (4.23476, 1.53167, -3.62903)  -0.48
C (3.96219, 2.22335, -2.45522)  -0.72
C (3.14920, 1.65580, -1.48928)  -0.44
C (2.66637, -1.01529, 1.09082)  0.22
C (2.84186, -0.18520, 2.19423)  -0.43
C (3.69673, -0.58486, 3.20948)  -0.73
C (4.36226, -1.79967, 3.12126)  -0.45
C (4.18401, -2.62181, 2.01668)  -0.78
C (3.33617, -2.23072, 0.99133)  -0.21
H (0.60156, -3.02768, 0.73065)  0.51
H (-1.11685, -4.60755, -0.06260)  0.48
H (-2.28221, -4.20522, -2.19772)  0.43
H (-1.72825, -2.22945, -3.56800)  0.46
H (-0.00645, -0.64102, -2.81156)  0.52
H (2.47238, -1.29761, -3.05453)  0.42
H (3.91956, -0.26427, -4.75875)  0.43
H (4.87574, 1.97773, -4.37691)  0.42
H (4.38982, 3.20265, -2.29185)  0.42
H (2.94286, 2.19351, -0.57110)  0.40
H (2.31511, 0.75883, 2.26462)  0.39
H (3.84645, 0.05294, 4.06955)  0.43
H (5.02652, -2.10705, 3.91707)  0.42
H (4.70653, -3.56567, 1.95022)  0.43
H (3.21406, -2.87126, 0.12370)  0.44

Forces on the atoms, in the same order (eV/Å):
Tl 0.2 -0.3 -0.1
Br 0.0 0.0 0.0
C 0.0 0.0 0.2
C 0.0 0.0 -0.1
C 0.0 0.0 -0.1
C 0.0 0.0 0.0
C -0.1 -0.1 0.0
N -0.1 -0.1 0.0
C 0.0 -0.1 0.0
O 0.1 0.0 0.1
O -0.1 0.2 0.0
H 0.0 0.0 0.0
H 0.0 0.0 0.0
H 0.0 0.0 0.0
C 0.0 0.0 -0.1
O 0.0 0.0 0.0
C 0.0 0.0 0.0
O 0.0 0.0 0.0
N 0.0 0.0 -0.1
N 0.0 0.1 -0.1
H 0.0 0.0 0.0
H 0.0 0.0 0.0
H 0.0 0.0 0.0
H 0.0 0.0 0.0
H 0.0 0.0 0.0
H 0.0 0.0 0.0
O 0.0 0.2 0.0
As 0.1 0.0 0.0
C -0.1 0.0 -0.1
C 0.0 -0.1 0.1
C 0.0 0.0 0.0
C 0.0 0.0 0.0
C 0.0 0.0 0.0
C 0.0 0.0 -0.1
C 0.0 0.0 -0.1
C 0.0 -0.1 0.0
C 0.0 0.0 0.0
C 0.0 0.0 0.0
C 0.0 0.0 0.0
C 0.0 0.0 0.0
C 0.0 0.0 0.1
C 0.0 0.0 0.0
C 0.0 0.0 0.0
C 0.0 0.0 0.0
C 0.0 0.0 0.0
C 0.1 -0.1 -0.1
H 0.0 0.0 -0.1
H 0.0 0.0 0.0
H 0.0 0.0 0.0
H 0.0 0.0 0.0
H 0.0 0.0 0.0
H 0.0 0.0 0.0
H 0.0 0.0 0.0
H 0.0 0.0 0.0
H 0.0 0.0 0.0
H 0.0 0.0 0.0
H 0.0 0.0 0.0
H 0.0 0.0 0.0
H 0.0 0.0 0.0
H 0.0 0.0 0.0
H 0.0 0.0 0.0

---

Number 1: E -32918.761 eV. Number 2: E -177619.018 eV.